[1]
{
  "formula": "C35H49F5NO23P2S2",
  "method": "ωB97M-V/def2-TZVPD",
  "de_lowest_kcal_mol": 0.0,
  "e_homo_ev": -11.9190,
  "e_tot_ev": -139501.524,
  "gap_ev": 6.92,
  "total_charge": 1,
  "species": ["C", "C", "C", "C", "C", "C", "C", "C", "S", "O", "O", "C", "F", "F", "C", "F", "F", "F", "C", "C", "C", "C", "S", "O", "O", "O", "C", "N", "P", "P", "O", "O", "O", "H", "H", "H", "H", "H", "H", "H", "H", "H", "H", "H", "H", "H", "H", "H", "H", "H", "H", "H", "C", "C", "C", "O", "C", "O", "O", "H", "H", "H", "H", "H", "H", "C", "C", "C", "O", "C", "O", "O", "H", "H", "H", "H", "H", "H", "C", "C", "C", "O", "C", "O", "O", "H", "H", "H", "H", "H", "H", "C", "C", "C", "O", "C", "O", "O", "H", "H", "H", "H", "H", "H", "C", "C", "C", "O", "C", "O", "O", "H", "H", "H", "H", "H", "H"],
  "positions_angstrom": [[-3.03372, 1.00299, 1.84820], [-2.08859, 1.00717, 1.10751], [-1.07964, 1.05153, 0.04295], [-0.70219, 2.49344, -0.35173], [-1.46455, 3.03733, -1.59449], [-2.85962, 2.50705, -1.62462], [-3.79318, 3.10585, -0.79540], [-5.09444, 2.67140, -0.74201], [-6.26355, 3.51369, 0.31444], [-6.44887, 2.87024, 1.57783], [-7.46627, 3.63668, -0.45862], [-5.68224, 5.29054, 0.57826], [-4.96484, 5.72427, -0.46818], [-6.81088, 5.99041, 0.62671], [-4.91306, 5.45994, 1.92829], [-5.78013, 5.59054, 2.91328], [-4.12520, 6.53405, 1.85360], [-4.11764, 4.39356, 2.13260], [-5.49727, 1.57515, -1.52440], [-6.86611, 0.93102, -1.57795], [-7.46471, 0.55559, -0.20976], [-8.24681, -0.77866, -0.27234], [-7.85458, -1.87921, 1.06934], [-8.41038, -3.15637, 0.77425], [-8.27692, -1.27111, 2.29075], [-6.26471, -2.07108, 1.02786], [-4.53084, 1.03782, -2.33056], [-3.25976, 1.48175, -2.39328], [-2.18219, 0.62583, -3.57531], [-2.29489, -1.53525, -3.21792], [-1.54189, -2.07765, -4.33330], [-1.66107, -1.87232, -1.77964], [-3.80316, -2.07365, -3.22935], [-3.88929, 1.08806, 2.47605], [-1.40891, 0.43597, -0.79044], [-0.17986, 0.57917, 0.44251], [-0.88753, 3.14348, 0.49920], [0.36613, 2.51887, -0.55199], [-1.53604, 4.11596, -1.46145], [-0.90701, 2.88477, -2.51315], [-3.48593, 3.94153, -0.18828], [-6.70647, -0.01495, -2.09990], [-7.53920, 1.52034, -2.20091], [-8.15043, 1.31543, 0.14080], [-6.65324, 0.46954, 0.51320], [-9.30643, -0.58087, -0.14100], [-8.06975, -1.29601, -1.21201], [-5.83711, -1.24900, 1.31505], [-4.79833, 0.20749, -2.96958], [-0.86112, 0.89004, -3.17918], [-2.35928, -1.92007, -1.10844], [-4.29889, -1.85208, -2.42700], [-8.37326, 7.47643, -4.20826], [-8.80570, 6.03301, -4.20297], [-7.96102, 5.11605, -3.35275], [-8.13245, 3.85117, -4.00155], [-8.39936, 4.10566, -5.31502], [-8.40368, 3.28024, -6.16533], [-8.64366, 5.42447, -5.50041], [-9.03585, 8.07167, -4.83479], [-8.39264, 7.88549, -3.19793], [-7.36688, 7.57693, -4.61679], [-9.86115, 5.95637, -3.92862], [-8.28733, 5.06358, -2.31806], [-6.89811, 5.37676, -3.38449], [1.20083, -4.39591, 2.92556], [0.64583, -3.18430, 2.22038], [0.67857, -3.25457, 0.71207], [0.73348, -1.85542, 0.35032], [1.33783, -1.21116, 1.37363], [1.71682, -0.07800, 1.32007], [1.45280, -2.00517, 2.45199], [1.12988, -4.27665, 4.00724], [0.64869, -5.29188, 2.64151], [2.24880, -4.53488, 2.68504], [-0.36559, -2.97098, 2.58137], [-0.20834, -3.72952, 0.29701], [1.57158, -3.74112, 0.32117], [6.13352, -1.85630, 3.57903], [5.91361, -2.59226, 2.28850], [5.44576, -1.72548, 1.14529], [4.71813, -2.67390, 0.33452], [4.25824, -3.63199, 1.16378], [3.45091, -4.46105, 0.84571], [4.80326, -3.53477, 2.38078], [6.47268, -2.53790, 4.35960], [6.88749, -1.08153, 3.43951], [5.20649, -1.39842, 3.92979], [6.81625, -3.15748, 2.01814], [6.26206, -1.28237, 0.58053], [4.75385, -0.93923, 1.45733], [9.40424, -7.18305, -0.32574], [9.92389, -6.07401, 0.55165], [10.22255, -6.47280, 1.97807], [10.04003, -5.22973, 2.67654], [9.15493, -4.50016, 1.97087], [8.63255, -3.50127, 2.36545], [8.92787, -5.04916, 0.75884], [9.22251, -6.81869, -1.33613], [10.12452, -7.99918, -0.37626], [8.45655, -7.56492, 0.05508], [10.79391, -5.60044, 0.08887], [11.23259, -6.84765, 2.11865], [9.50797, -7.19811, 2.37261], [11.68247, 0.03878, 1.38733], [10.18855, -0.13182, 1.28736], [9.50197, 0.80587, 0.32080], [8.18398, 0.89664, 0.88284], [8.30096, 0.67773, 2.21698], [7.43202, 0.85405, 3.00976], [9.53379, 0.21782, 2.52050], [12.10170, -0.67613, 2.09442], [12.15165, -0.11812, 0.41599], [11.93438, 1.03610, 1.74927], [9.93921, -1.17352, 1.06463], [9.46022, 0.42173, -0.69525], [9.94528, 1.80423, 0.31357]],
  "lowdin_charge": [0.1225, -0.1186, -0.1915, -0.1238, -0.1172, -0.2247, 0.0311, -0.1392, 0.7933, -0.2250, -0.2427, -0.4545, 0.1345, 0.1585, -0.5674, 0.2173, 0.1945, 0.1503, -0.1262, -0.1048, -0.1921, -0.2002, 0.5775, -0.2519, -0.2516, -0.1525, -0.0491, -0.1841, 1.0071, 0.2511, -0.2533, -0.1433, -0.1233, 0.0377, 0.0670, 0.0859, 0.1221, 0.1260, 0.1301, 0.0959, 0.1265, 0.1095, 0.1394, 0.1082, 0.0894, 0.1196, 0.1064, 0.0737, 0.1190, -0.0364, 0.0843, 0.0713, -0.0177, -0.3223, -0.1132, 0.0428, -0.5595, 0.1751, 0.0933, 0.0912, 0.0920, 0.0923, 0.1629, 0.1182, 0.1374, -0.0068, -0.3024, -0.0767, 0.0440, -0.5764, 0.1333, 0.1001, 0.0919, 0.0991, 0.0636, 0.1542, 0.1343, 0.1160, -0.0053, -0.3024, -0.0636, 0.0734, -0.5719, 0.1098, 0.1004, 0.0940, 0.0608, 0.0987, 0.1159, 0.1332, 0.1395, -0.0189, -0.3242, -0.0817, 0.0805, -0.5435, 0.1405, 0.0930, 0.0887, 0.0942, 0.0945, 0.1593, 0.1417, 0.1431, -0.0179, -0.3286, -0.0876, 0.0563, -0.5644, 0.1482, 0.0967, 0.0889, 0.0921, 0.0935, 0.1499, 0.1392, 0.1406]
}



[2]
{
  "formula": "H12O6Ti",
  "method": "ωB97M-V/def2-TZVPD",
  "de_lowest_kcal_mol": 359.3,
  "e_homo_ev": [-7.6740, -15.6076],
  "e_tot_ev": -35572.992,
  "gap_ev": [4.02, 11.60],
  "spin_multiplicity": 4,
  "total_charge": 1,
  "species": ["Ti", "O", "H", "H", "O", "H", "H", "O", "H", "H", "O", "H", "H", "O", "H", "H", "O", "H", "H"],
  "positions_angstrom": [[10.33802, 0.16033, -30.96015], [10.05862, -0.48596, -29.39754], [9.58289, -0.39949, -28.57145], [10.76911, -1.09702, -29.20249], [11.97289, -0.00786, -30.62474], [12.42986, -0.84846, -30.65270], [12.36016, 0.45116, -29.87939], [9.53236, 0.39999, -32.33742], [9.86230, 0.12491, -33.19281], [8.58736, 0.25585, -32.38702], [10.51164, 2.33148, -32.51442], [9.77451, 2.92794, -32.64520], [10.10881, 1.46753, -32.42764], [9.80844, 1.59736, -30.51353], [9.58035, 1.94497, -29.65134], [10.42383, 2.23554, -30.87445], [10.39553, -1.48781, -31.64634], [11.15104, -2.07233, -31.70781], [9.64003, -2.05514, -31.79990]],
  "lowdin_charge": [0.3041, -0.0371, 0.1276, 0.0800, -0.0420, 0.0766, 0.1237, -0.0636, 0.1452, 0.1227, -0.0115, 0.0882, -0.1710, -0.0622, 0.1274, 0.0793, -0.0807, 0.0905, 0.1028]
}



[3]
{
  "formula": "C21H12Co2O6S",
  "method": "ωB97M-V/def2-TZVPD",
  "de_lowest_kcal_mol": 0.0,
  "e_homo_ev": -6.0968,
  "e_tot_ev": -120338.844,
  "gap_ev": 2.78,
  "total_charge": 0,
  "species": ["O", "C", "Co", "C", "O", "C", "O", "C", "C", "C", "C", "C", "C", "C", "C", "C", "Co", "C", "O", "C", "O", "C", "O", "H", "H", "H", "H", "H", "H", "H", "S", "C", "C", "C", "C", "C", "C", "H", "H", "H", "H", "H"],
  "positions_angstrom": [[0.58309, 1.04731, 5.06311], [0.62323, 1.13775, 3.90300], [0.70728, 1.18406, 2.15413], [-0.95045, 1.47268, 1.57917], [-2.04520, 1.54830, 1.20721], [1.73147, 2.49713, 1.55658], [2.42855, 3.31591, 1.14470], [0.75376, -0.82779, 2.05948], [-0.61715, -1.39273, 2.19152], [-1.29463, -1.24063, 3.41791], [-2.67955, -1.45936, 3.49978], [-3.40735, -1.88948, 2.37250], [-2.74366, -2.02715, 1.13822], [-1.34725, -1.83204, 1.04847], [1.27631, -0.46381, 0.78818], [0.92965, -0.35317, -0.52130], [2.63410, -1.12663, 1.99948], [2.80369, -1.44275, 3.73299], [2.76672, -1.60419, 4.87950], [4.03352, 0.03633, 1.70249], [4.83197, 0.84809, 1.50014], [3.11004, -2.69264, 1.17392], [3.27957, -3.69483, 0.61252], [-0.72323, -0.91972, 4.30357], [-3.18475, -1.30017, 4.46582], [-4.49443, -2.09383, 2.45980], [-3.31742, -2.32287, 0.24039], [-0.85573, -1.96775, 0.06575], [1.62688, -0.73517, -1.26199], [-0.10424, -0.11536, -0.73782], [1.66607, -0.34046, -3.86114], [0.45823, 0.68883, -4.37225], [0.66149, 2.10972, -4.36680], [-0.35099, 2.96243, -4.81393], [-1.58342, 2.43644, -5.27781], [-1.79386, 1.03455, -5.28239], [-0.79403, 0.16497, -4.84017], [1.62651, 2.49540, -4.00637], [-0.18596, 4.04973, -4.80525], [-2.37489, 3.11571, -5.63519], [-2.75047, 0.62318, -5.63729], [-0.93344, -0.92595, -4.84061]],
  "lowdin_charge": [0.1341, -0.1213, 0.1232, -0.0710, 0.1686, -0.1094, 0.1473, -0.2442, -0.2249, -0.0533, -0.0671, -0.0792, -0.0679, -0.0267, -0.3038, 0.0967, 0.1074, -0.0985, 0.1541, -0.0512, 0.1544, -0.0285, 0.1633, 0.1022, 0.1112, 0.1121, 0.1139, 0.1140, 0.0036, 0.0832, 0.5944, -0.8166, -0.1361, -0.1092, -0.1030, -0.1107, -0.1373, 0.0930, 0.0984, 0.0952, 0.0984, 0.0910]
}



[4]
{
  "formula": "C2H7N5O",
  "method": "ωB97M-V/def2-TZVPD",
  "de_lowest_kcal_mol": 102.1,
  "e_homo_ev": [-7.8577, -7.8575],
  "e_tot_ev": -11680.782,
  "gap_ev": [7.80, 7.80],
  "total_charge": 0,
  "species": ["C", "C", "N", "N", "N", "O", "N", "N", "H", "H", "H", "H", "H", "H", "H"],
  "positions_angstrom": [[-0.12406, 0.70870, 0.04896], [-0.15241, -0.98114, 0.13257], [-0.77485, 1.49188, -0.89457], [1.00689, -1.72247, 0.44301], [-0.97331, -1.55365, -0.87930], [0.87844, 2.51367, 0.89029], [0.86120, 1.13087, 0.84620], [-0.78412, -0.18617, 1.04336], [1.64863, 2.70897, 1.44408], [-0.97689, 2.41529, -0.52938], [-1.58808, 0.99680, -1.23769], [-0.45916, -2.19114, -1.47800], [-1.70936, -2.10927, -0.45863], [1.50376, -2.05627, -0.37424], [1.64331, -1.16608, 1.00334]],
  "lowdin_charge": [-0.5343, -0.6022, 0.1247, 0.1144, 0.1083, -0.0204, 0.0759, 0.1368, 0.1052, 0.0834, 0.0822, 0.0781, 0.0923, 0.0814, 0.0741]
}